Record 1
{
  "formula": "C33H28ClF4N3O3Pb",
  "method": "the ωB97M-V functional and the def2-TZVPD basis",
  "de_lowest_kcal_mol": 0.00,
  "molar_mass_g_mol": 833.250,
  "homo_lumo_gap_ev": [1.19, 1.21],
  "species": ["H", "C", "H", "H", "C", "C", "F", "H", "H", "H", "C", "H", "O", "C", "H", "H", "C", "H", "C", "Pb", "H", "H", "H", "C", "H", "F", "N", "H", "C", "C", "C", "C", "H", "O", "Cl", "C", "C", "C", "H", "C", "H", "C", "H", "C", "O", "H", "F", "H", "N", "H", "H", "C", "C", "C", "H", "C", "H", "C", "F", "C", "H", "H", "C", "H", "N", "C", "C", "C", "C", "C", "C", "C", "C"],
  "positions_angstrom": [[-1.34, -7.53, -4.15], [-1.67, 5.53, 2.94], [-3.72, -5.96, -3.28], [-2.70, -3.61, -5.13], [-2.79, 3.95, 1.51], [1.01, 0.26, -1.27], [2.45, 3.86, 10.05], [0.03, 5.71, 0.81], [0.83, 1.24, 8.38], [-1.54, -0.46, -0.98], [2.88, -0.20, -2.70], [5.30, -2.51, -4.49], [4.23, 2.09, -1.90], [1.02, 2.03, 7.62], [-4.08, 3.75, 4.63], [0.89, 0.64, 5.95], [1.00, 1.68, 6.27], [-4.44, 2.86, 2.40], [1.20, 3.80, 9.45], [0.68, 2.81, 0.68], [3.89, 0.04, -3.00], [3.28, -3.40, -3.38], [-0.65, -6.06, -2.96], [-0.79, 5.05, 0.63], [1.75, 4.73, 5.05], [0.46, 2.94, 10.27], [2.45, -1.43, -3.06], [3.42, -3.21, -5.74], [-3.63, 3.55, 2.58], [1.33, 2.44, 3.87], [-2.89, -4.06, -4.15], [3.23, -2.36, -3.80], [-2.78, -6.04, -6.17], [0.40, 0.81, -0.29], [-3.20, 3.31, -0.03], [-1.75, 4.88, 1.68], [1.48, 4.31, 7.05], [-0.97, -1.10, -1.63], [-2.33, 5.64, 4.97], [1.49, 4.00, 5.74], [-1.07, 4.78, -0.40], [-2.49, 5.16, 4.00], [0.14, -5.20, -4.25], [0.41, -0.87, -1.87], [2.46, 2.88, -0.73], [4.73, -0.75, -4.29], [0.71, 5.10, 9.62], [1.72, 5.31, 7.38], [-2.83, -6.36, -5.17], [-3.53, -3.49, -3.52], [-0.78, -6.65, -5.64], [-0.95, -3.10, -3.06], [3.31, -2.21, -5.26], [0.44, -2.85, -3.30], [-3.33, -7.26, -5.21], [-1.61, -2.10, -2.25], [-4.56, -5.37, -4.75], [1.22, 3.34, 8.03], [-2.96, -2.27, -1.95], [3.06, 1.96, -1.43], [-0.99, 6.38, 2.96], [2.78, -1.38, -5.74], [4.50, -1.84, -4.33], [0.91, -3.42, -4.06], [-1.57, -4.20, -3.58], [-0.81, -5.46, -3.82], [1.33, 2.21, 2.66], [-3.43, 4.11, 3.83], [-3.58, -5.40, -4.23], [1.11, -1.77, -2.77], [1.28, 2.64, 5.24], [-1.40, -6.56, -4.73], [2.33, 0.66, -1.82]],
  "lowdin_charge": [0.1462, -0.0791, 0.1574, 0.1444, -0.6746, -0.2646, 0.0937, 0.0072, 0.1304, 0.1478, 0.0196, 0.0899, -0.0123, -0.0270, 0.0805, 0.1156, -0.0169, 0.0835, -0.4562, 1.4163, 0.1149, 0.1731, 0.1108, -0.2706, 0.0927, 0.0785, 0.0085, 0.1086, -0.1483, -0.1672, -0.1291, -0.3316, 0.1859, -0.2068, 0.6452, -0.4220, -0.0298, 0.0815, 0.0909, -0.0028, -0.0109, -0.1108, 0.1021, -0.0402, -0.2186, 0.1180, 0.0785, 0.1237, 0.0384, 0.1196, 0.1334, -0.1394, -0.0793, 0.0490, 0.1739, -0.1605, 0.1401, -0.1399, 0.0254, -0.5510, 0.1034, 0.1203, -0.0610, 0.0928, -0.0889, -0.0891, -0.1985, -0.1441, -0.0655, -0.0984, -0.2133, -0.0964, 0.0033]
}

---

Record 2
{
  "formula": "C33H28N4Re",
  "method": "the ωB97M-V functional and the def2-TZVPD basis",
  "multiplicity": 2,
  "charge": 2,
  "molar_mass_g_mol": 666.822,
  "homo_lumo_gap_ev": [6.24, 6.46],
  "species": ["H", "Re", "C", "H", "C", "H", "H", "H", "C", "H", "H", "C", "C", "C", "C", "H", "H", "H", "H", "H", "H", "C", "C", "H", "H", "C", "H", "C", "C", "C", "H", "C", "C", "C", "C", "C", "H", "H", "N", "C", "C", "C", "H", "C", "H", "H", "H", "C", "H", "H", "C", "C", "H", "H", "C", "N", "H", "C", "C", "C", "C", "N", "C", "C", "N", "C"],
  "positions_angstrom": [[3.58, 2.94, 2.06], [-0.18, 1.17, -1.72], [2.81, 1.84, -1.06], [5.28, -1.42, 0.70], [-2.14, -1.03, -1.54], [1.38, 1.90, 2.58], [4.52, 2.73, -0.24], [-3.60, 3.00, -0.80], [0.46, 4.17, -2.15], [0.73, -4.04, 0.93], [1.46, 3.77, -2.28], [1.81, 1.89, 1.58], [-2.84, 2.66, -1.51], [0.69, -1.38, 1.36], [-1.31, -4.57, 1.36], [-1.81, -0.86, 2.26], [5.66, -2.72, 2.76], [0.92, -1.66, -2.53], [1.45, -2.83, 3.50], [0.09, -3.99, -2.43], [-3.37, -4.82, 1.88], [-2.09, 5.06, -1.78], [-2.74, -2.78, 2.08], [2.98, -0.81, 0.03], [-3.69, -2.44, -1.13], [2.06, -1.76, 1.73], [-2.46, 0.98, 1.04], [-0.38, 0.86, 0.31], [-1.74, 1.49, 0.40], [-1.87, -3.39, -1.77], [3.18, 1.81, -2.08], [-2.67, -2.30, -1.45], [-1.68, -1.89, 1.96], [1.10, 1.16, 0.54], [-0.25, -3.69, 1.24], [4.66, -2.45, 2.47], [3.75, -3.42, 4.16], [-3.73, 0.02, -0.52], [1.54, 1.35, -0.85], [-0.09, -1.88, -2.24], [0.44, -0.18, 0.82], [4.44, -1.71, 1.32], [-3.34, 2.47, -2.47], [-1.08, 5.98, -2.04], [-2.27, -4.39, -1.70], [-1.31, 7.03, -2.09], [-1.68, 2.54, 0.67], [0.21, 5.52, -2.23], [-3.11, 5.38, -1.62], [-1.15, -5.62, 1.14], [-3.01, 0.19, -1.33], [-2.56, -4.12, 1.77], [-3.57, 0.36, -2.24], [1.03, 6.20, -2.43], [3.53, 2.36, -0.04], [-0.86, -0.82, -1.92], [-3.70, -2.44, 2.45], [-0.43, -2.33, 1.53], [-0.56, -3.17, -2.17], [3.58, -2.85, 3.26], [2.29, -2.52, 2.88], [-2.20, 1.41, -1.06], [-1.78, 3.71, -1.72], [3.15, -1.37, 0.95], [-0.51, 3.27, -1.90], [3.00, 2.45, 1.30]],
  "lowdin_spin": [0.0019, 1.3105, 0.0293, 0.0001, 0.0063, -0.0030, -0.0050, 0.0007, 0.0122, -0.0001, 0.0031, -0.0770, 0.0094, -0.0263, 0.0006, 0.0000, -0.0002, 0.0035, 0.0000, -0.0001, -0.0002, -0.0014, 0.0003, 0.0004, -0.0001, -0.0025, 0.0008, -0.0527, 0.0037, 0.0056, 0.0041, -0.0008, -0.0038, -0.0264, -0.0041, -0.0039, 0.0001, 0.0007, -0.1185, 0.0129, -0.0303, 0.0003, 0.0007, 0.0083, 0.0003, 0.0004, -0.0007, 0.0009, -0.0002, 0.0001, 0.0078, -0.0042, 0.0004, 0.0001, -0.1128, 0.0194, 0.0001, -0.0030, 0.0001, 0.0003, -0.0031, 0.0166, 0.0097, -0.0032, 0.0141, -0.0018]
}